Density functional theory data (ωB97M-V with the def2-TZVPD basis set) for a 5-piece molecular cluster, C26H37F12IN2O13 overall in a non-equilibrium geometry.

Results
Orbital gap, eV: 9.93
E, Eh: -3596.72432
E_LUMO, eV: -0.16
SMILES: CCC(=O)OCC[N@@+](CCN)(CC(=O)I)C(=O)[O-].CCOC(=O)C(F)(F)F.CCOC(=O)C(F)(F)F.CCOC(=O)C(F)(F)F.CCOC(=O)C(F)(F)F

```
! wB97M-V def2-TZVPD RIJCOSX def2/J DEFGRID3
* xyz 0 1
C 5.06 -3.15 2.02
C 4.61 -2.62 0.66
C 3.17 -2.19 0.74
O 2.78 -1.13 1.14
O 2.33 -3.16 0.32
C 0.95 -2.98 0.66
C 0.77 -3.13 2.16
N -0.52 -3.73 2.60
C -1.70 -2.88 2.22
C -1.79 -1.52 2.90
N -0.94 -0.54 2.22
C -0.75 -5.08 2.02
C 0.43 -6.02 2.16
O 0.93 -6.40 3.17
I 1.21 -6.74 0.26
C -0.49 -3.89 4.26
O 0.14 -3.01 4.76
O -1.15 -4.82 4.58
H 5.00 -2.37 2.78
H 6.09 -3.48 1.98
H 4.44 -3.98 2.35
H 5.19 -1.74 0.38
H 4.73 -3.39 -0.09
H 0.63 -1.99 0.35
H 0.42 -3.72 0.07
H 1.59 -3.71 2.59
H 0.82 -2.15 2.61
H -1.69 -2.76 1.14
H -2.58 -3.47 2.46
H -1.53 -1.57 3.95
H -2.85 -1.23 2.85
H -1.03 0.37 2.66
H -1.21 -0.45 1.25
H -1.62 -5.51 2.51
H -0.99 -4.98 0.96
C 2.11 1.81 0.81
C 2.04 2.34 -0.60
O 0.78 3.02 -0.85
C 0.69 4.26 -0.41
O 1.52 4.91 0.16
C -0.68 4.84 -0.83
F -1.68 4.00 -0.56
F -0.67 5.07 -2.15
F -0.92 5.99 -0.20
H 1.27 1.15 1.01
H 3.03 1.24 0.94
H 2.10 2.62 1.54
H 2.06 1.53 -1.33
H 2.86 3.02 -0.82
C 1.13 4.92 -4.59
C 2.35 4.77 -3.71
O 3.12 3.59 -4.04
C 3.92 3.69 -5.09
O 4.10 4.64 -5.79
C 4.68 2.35 -5.28
F 3.86 1.31 -5.19
F 5.62 2.23 -4.32
F 5.28 2.33 -6.46
H 0.52 4.02 -4.55
H 0.54 5.76 -4.25
H 1.42 5.08 -5.62
H 2.07 4.62 -2.67
H 3.00 5.64 -3.75
C -1.93 -6.46 7.45
C -2.70 -7.76 7.38
O -3.90 -7.71 8.18
C -4.94 -7.11 7.63
O -5.02 -6.61 6.55
C -6.14 -7.17 8.60
F -5.79 -6.84 9.85
F -6.64 -8.42 8.63
F -7.11 -6.35 8.20
H -1.71 -6.20 8.48
H -1.00 -6.55 6.90
H -2.50 -5.64 7.01
H -2.12 -8.58 7.81
H -2.95 -8.03 6.36
C -2.95 9.53 -8.61
C -2.09 8.39 -9.09
O -1.58 7.61 -7.99
C -2.42 6.73 -7.46
O -3.55 6.50 -7.79
C -1.71 5.97 -6.32
F -1.06 6.80 -5.51
F -0.83 5.10 -6.83
F -2.59 5.29 -5.59
H -2.40 10.15 -7.91
H -3.25 10.14 -9.46
H -3.85 9.17 -8.12
H -1.20 8.75 -9.60
H -2.63 7.73 -9.77
*
```

Density functional theory data (ωB97M-V with the def2-TZVPD basis set) for C26H37F6N5O11P2S2Y as an isolated structure in a non-equilibrium geometry.

Results
Orbital gap, eV: 8.96
E, Eh: -4231.28322
E_LUMO, eV: -2.74

```
! wB97M-V def2-TZVPD RIJCOSX def2/J DEFGRID3
* xyz 1 1
Y 0.25 0.18 0.28
C -7.21 -0.05 -0.02
C -6.29 -0.06 -1.24
C -6.55 1.21 -2.06
C -6.59 -1.30 -2.09
C -4.82 -0.07 -0.83
C -4.39 0.01 0.49
C -3.04 0.08 0.77
N -2.08 0.06 -0.16
C -2.47 -0.04 -1.44
C -3.82 -0.10 -1.79
C -1.42 0.06 -2.48
C -1.71 -0.09 -3.83
C -0.78 0.23 -4.82
C 0.43 0.74 -4.35
C 0.69 0.77 -3.00
N -0.18 0.40 -2.06
C -1.13 0.09 -6.28
C 0.12 0.12 -7.17
C -2.03 1.26 -6.68
C -1.87 -1.23 -6.53
H -8.25 -0.05 -0.34
H -7.05 0.83 0.59
H -7.05 -0.94 0.59
H -7.60 1.27 -2.33
H -5.97 1.22 -2.98
H -6.30 2.10 -1.49
H -7.64 -1.31 -2.36
H -6.37 -2.21 -1.53
H -6.01 -1.31 -3.01
H -5.09 0.05 1.31
H -2.71 0.14 1.80
H -4.09 -0.15 -2.83
H -2.67 -0.48 -4.13
H 1.19 1.10 -5.03
H 1.65 1.13 -2.63
H 0.63 1.08 -7.10
H -0.16 -0.03 -8.20
H 0.82 -0.67 -6.89
H -1.52 2.21 -6.53
H -2.94 1.28 -6.08
H -2.31 1.17 -7.72
H -1.32 -2.07 -6.11
H -1.99 -1.40 -7.59
H -2.86 -1.22 -6.09
C 0.74 -4.15 3.14
C 0.66 -2.87 2.33
O 1.81 -2.06 2.41
P -0.63 -1.71 2.88
O -2.06 -2.25 2.50
O -0.66 -1.69 4.47
O -0.42 -0.34 2.33
P 0.21 -3.20 0.56
O 1.66 -3.69 0.00
O -0.80 -4.27 0.47
O -0.07 -1.88 -0.13
H 0.75 -3.95 4.21
H 1.64 -4.70 2.88
H -0.12 -4.79 2.91
H 2.52 -2.50 1.92
H -2.24 -3.17 2.73
H -0.09 -1.02 4.85
H 1.55 -4.59 -0.31
F -2.19 4.06 2.18
C -1.03 3.46 1.94
F -1.24 2.13 2.07
F -0.17 3.84 2.87
S -0.38 3.76 0.18
O -0.49 2.44 -0.41
O -1.15 4.80 -0.38
N 1.14 4.11 0.42
S 1.98 2.79 0.58
O 1.38 1.85 1.51
O 2.41 2.17 -0.64
C 3.51 3.47 1.43
F 3.18 4.11 2.54
F 4.36 2.49 1.75
F 4.14 4.31 0.62
C 2.63 -1.62 -2.33
C 3.17 -1.09 -1.05
N 2.49 -0.54 -0.05
C 3.42 -0.25 0.92
C 4.66 -0.63 0.50
N 4.48 -1.16 -0.74
H 1.56 -1.78 -2.24
H 3.12 -2.57 -2.56
H 2.83 -0.93 -3.14
H 3.15 0.18 1.86
H 5.62 -0.56 0.96
H 5.21 -1.53 -1.34
*
```

Density functional theory data (ωB97M-V with the def2-TZVPD basis set) for C26H37InN8O5P as an isolated structure in a non-equilibrium geometry.

Results
Orbital gap, eV: 6.46
E, Eh: -2358.56296
E_LUMO, eV: -4.08

```
! wB97M-V def2-TZVPD RIJCOSX def2/J DEFGRID3
* xyz 1 1
In 8.91 13.08 10.74
O 10.67 14.90 6.84
C 11.14 16.03 7.38
C 11.37 17.12 6.57
C 11.82 18.38 7.11
C 11.93 18.52 8.48
C 11.73 17.43 9.34
C 11.25 16.23 8.81
C 10.69 15.20 9.69
O 9.91 14.31 9.16
N 11.02 15.21 10.97
N 10.59 14.16 11.61
C 11.07 13.71 12.73
C 10.22 12.97 13.61
C 10.78 12.59 14.82
C 9.96 11.85 15.70
C 8.65 11.58 15.23
C 8.22 11.99 13.99
N 9.00 12.69 13.12
H 10.24 14.44 7.63
H 11.39 16.95 5.48
H 11.91 19.27 6.49
H 12.20 19.48 8.92
H 11.93 17.56 10.40
H 12.04 13.99 13.12
H 11.81 12.85 14.96
H 10.22 11.63 16.68
H 7.91 11.02 15.84
H 7.23 11.64 13.66
N 7.55 14.91 11.25
N 6.51 14.80 10.32
C 6.08 13.43 10.13
O 4.93 13.31 9.81
O 6.96 12.47 10.29
H 7.38 14.82 12.24
H 8.21 15.72 11.04
H 5.70 15.42 10.43
O 9.54 11.08 10.26
P 9.24 9.75 9.53
N 8.49 10.17 8.14
C 8.93 11.32 7.26
C 7.66 12.03 6.85
C 6.52 11.00 7.08
C 7.12 9.74 7.72
N 8.29 8.79 10.46
C 8.00 7.39 10.16
C 6.81 7.00 11.09
C 6.71 8.15 12.10
C 7.97 9.10 11.85
N 10.68 8.98 9.30
C 11.76 9.01 10.36
C 12.74 7.83 10.10
C 12.21 7.12 8.84
C 10.85 7.80 8.44
H 9.38 10.85 6.38
H 9.69 11.90 7.73
H 7.61 12.40 5.82
H 7.63 12.94 7.48
H 6.05 10.70 6.18
H 5.76 11.44 7.75
H 7.27 8.94 6.95
H 6.62 9.37 8.59
H 8.88 6.68 10.38
H 7.77 7.25 9.09
H 6.94 6.02 11.60
H 5.88 6.87 10.52
H 6.51 7.92 13.17
H 5.74 8.80 11.94
H 8.74 8.82 12.58
H 7.79 10.16 11.85
H 11.36 9.03 11.42
H 12.30 9.95 10.28
H 12.67 7.11 10.91
H 13.80 8.16 9.98
H 12.11 6.06 9.11
H 12.91 7.03 7.99
H 10.04 7.08 8.51
H 10.90 8.10 7.34
*
```